Below is C3H3BrOS in the gas phase in a non-equilibrium geometry, with properties calculated with ωB97M-V/def2-TZVPD.

Atoms and positions in Å:
C1 1.01 -1.24 -0.07
C2 0.58 0.30 0.09
C3 -0.83 0.81 0.23
O1 1.42 1.10 -0.08
S1 -0.18 -2.28 -0.30
Br1 -1.90 0.64 -1.54
H1 2.05 -1.50 0.11
H2 -1.37 0.33 1.00
H3 -0.78 1.85 0.55

- Charge: 0
- SMILES: O=C(C=S)CBr
- HOMO level: -9.090 eV
- LUMO energy: -1.31 eV

The net atomic charges from Löwdin, expressed in e, are: C -0.545; C -0.558; C -0.446; O 0.101; S 0.738; Br 0.534; H 0.058; H 0.040; H 0.078